[1]
The following is a quantum chemistry calculation of a single C5H13NO molecule in a non-equilibrium geometry, from the OMol25 dataset.

Structure (XYZ):
```
20
Properties=species:S:1:pos:R:3:forces:R:3:mulliken_charge:R:1
C -1.743173 0.126047 1.369935 -0.1 1.1 1.3 -0.97
N -0.515672 0.858483 0.995011 -0.5 -0.4 -0.8 -0.30
C 0.044252 0.730846 -0.366136 -1.3 -0.1 -1.1 0.07
C -1.058366 0.807141 -1.487737 2.0 1.2 1.1 -1.45
C 0.734473 -0.627322 -0.583099 -1.4 0.4 0.7 -0.67
C 1.792119 -0.821519 0.444283 2.5 -0.6 -1.7 -0.72
O 2.526175 -2.088293 0.226008 -1.0 0.5 0.9 -0.55
H -1.856537 0.505199 2.395441 -0.3 -0.5 0.1 0.38
H -2.757919 0.368843 0.934866 1.3 -0.4 -0.5 0.30
H -1.552425 -0.937004 1.470158 -0.2 -0.2 -0.3 0.31
H -0.706237 1.834494 1.162019 0.2 0.2 0.0 0.27
H 0.660316 1.618683 -0.438122 0.7 -0.1 -0.3 0.54
H -1.604416 1.757051 -1.255461 -0.5 -1.4 -0.6 0.34
H -1.425612 -0.201179 -1.484373 -1.7 0.1 0.1 0.37
H -0.568463 0.860357 -2.455696 0.1 0.5 -0.2 0.44
H -0.097460 -1.319021 -0.421950 0.2 -0.4 0.1 0.28
H 1.025713 -0.814087 -1.628939 0.3 0.4 0.4 0.42
H 2.575947 -0.093826 0.198955 -0.3 0.5 0.6 0.25
H 1.430729 -0.645242 1.452962 0.2 -0.6 0.0 0.37
H 3.096553 -1.919650 -0.528125 0.0 -0.1 0.0 0.31
```
Forces are in eV/Å.

Computed properties:
Net charge ... 0
2S+1 ... 1
HOMO-LUMO gap ... 9.799 eV
Largest force on an atom ... 3.08 eV/A
HOMO energy ... -8.8326 eV

***

[2]
The following is a quantum chemistry calculation of a molecular structure, C5H13NO in a non-equilibrium geometry, from the OMol25 dataset.

Structure (XYZ):
```
20
Properties=species:S:1:pos:R:3:forces:R:3:mulliken_charge:R:1
C -2.503001 0.050334 -0.635644 -1.2 -4.2 -1.6 -0.33
N -1.830786 1.231472 -0.867826 2.1 4.3 -0.3 -0.28
C -0.522761 1.356105 -0.217771 -0.4 -3.1 1.3 -0.26
C 0.128261 0.064501 -0.254345 -2.0 2.9 0.2 -0.26
C 4.164000 -0.549747 0.236508 -0.8 -1.1 0.7 -0.91
O 0.942850 -0.571982 0.708236 0.5 4.2 -2.1 -0.52
C -2.569881 -0.518874 0.772274 0.3 -0.9 0.4 -0.99
H -3.550667 0.105646 -1.027804 0.9 0.0 -0.1 0.39
H -1.882228 -0.726943 -1.203301 -1.8 0.0 0.3 0.19
H -1.976075 1.682891 -1.791286 0.2 -0.6 1.2 0.23
H -0.504439 2.112511 0.660244 0.5 -1.4 -1.5 0.25
H 3.347611 -0.853627 -0.484689 1.0 0.2 0.9 0.17
H 0.021161 -0.464961 -1.182131 -0.3 -0.5 -0.2 0.31
H 3.705851 -0.317244 1.225445 0.1 -0.2 -0.7 0.21
H 4.895218 -1.387340 0.432671 -0.7 1.0 -0.6 0.27
H 4.622440 0.360986 -0.105248 0.5 0.2 -0.3 0.29
H 1.283096 0.473541 0.248776 1.2 -2.4 2.2 0.35
H -3.234968 -0.021197 1.429794 -0.6 1.2 0.6 0.34
H -2.972129 -1.575021 0.866995 0.8 1.0 -0.8 0.29
H -1.563553 -0.451057 1.189093 -0.3 -0.4 0.4 0.26
```
Forces are in eV/Å.

Computed properties:
Net charge ... 0
2S+1 ... 1
HOMO-LUMO gap ... 8.815 eV
Largest force on an atom ... 4.86 eV/A
HOMO energy ... -8.2850 eV

***

[3]
The following is a quantum chemistry calculation of 2 unconnected molecules or ions with the total composition C5H13NO in a non-equilibrium geometry, from the OMol25 dataset.

Structure (XYZ):
```
20
Properties=species:S:1:pos:R:3:forces:R:3:mulliken_charge:R:1
C -1.036710 -0.000257 2.131631 -0.5 0.7 -1.7 -1.20
C -0.294764 -0.951732 1.142361 -1.6 -0.1 3.0 -0.47
C 1.156887 -0.677592 1.160424 2.8 0.0 -1.4 0.58
N 1.930829 -1.701653 0.660027 -0.6 -1.4 -0.4 -0.40
O 1.747428 0.331328 1.504215 -1.1 0.2 0.3 -0.61
H -0.764497 1.009315 1.817331 0.3 0.1 0.6 0.29
H -0.942835 -0.127519 3.203207 0.5 -0.2 0.0 0.36
H -2.098192 -0.000858 1.880709 -0.2 -0.4 0.2 0.36
H -0.427464 -1.966926 1.546268 0.0 0.0 -0.4 0.40
H -0.838616 -0.898131 0.214462 0.5 0.0 -0.7 0.31
H 2.930094 -1.651326 0.528005 -0.2 0.6 0.3 0.22
H 1.526381 -2.586710 0.365694 0.0 0.5 0.2 0.17
C -0.385437 0.758970 -2.659608 -0.8 -0.9 -0.1 -0.91
C -0.303477 1.634742 -1.429683 0.5 -0.7 0.9 -0.51
H 0.285663 0.991921 -3.485483 -0.1 0.3 0.1 0.32
H -0.212772 -0.297984 -2.403532 0.4 0.3 0.1 0.25
H -1.425567 0.709279 -2.987959 0.1 0.3 -0.5 0.28
H -0.865809 1.140330 -0.627308 0.0 0.2 -0.1 -0.03
H 0.727235 1.646517 -1.056856 -0.1 0.4 0.0 0.21
H -0.708378 2.638287 -1.503904 0.1 0.1 -0.4 0.38
```
Forces are in eV/Å.

Computed properties:
Net charge ... 0
2S+1 ... 1
HOMO-LUMO gap ... 10.772 eV
Largest force on an atom ... 3.41 eV/A
HOMO energy ... -9.9200 eV

***

[4]
The following is a quantum chemistry calculation of 2 unconnected molecules or ions with the total composition C5H13NO in a non-equilibrium geometry, from the OMol25 dataset.

Structure (XYZ):
```
20
Properties=species:S:1:pos:R:3:forces:R:3:mulliken_charge:R:1
C -1.006409 -0.022404 -2.760870 -1.3 -1.6 -1.1 -1.10
C -1.706473 -0.400644 -1.451364 0.9 -3.3 -0.5 -0.32
C -0.750730 -0.161302 -0.350465 1.2 0.0 1.8 -0.55
C -0.445809 -1.115915 0.539375 -2.4 -2.8 0.3 0.30
N 0.118451 -1.210050 1.803867 3.0 -1.1 0.4 -0.29
C 1.232019 -0.286742 2.227107 -0.4 -1.1 2.2 -0.83
H 0.066107 -0.146411 -2.655788 0.1 0.1 0.0 0.38
H -1.357994 -0.833848 -3.489334 0.6 1.7 0.3 0.28
H -1.243512 1.003782 -3.077412 0.1 -0.5 -0.2 0.28
H -2.044296 -1.607551 -1.478409 1.0 3.2 0.2 0.24
H -2.593266 0.134991 -1.279008 -1.3 0.8 0.0 0.31
H -0.242725 0.832963 -0.292419 -0.7 -0.8 -0.1 0.07
H -0.969707 -2.174851 0.500954 0.6 2.3 -1.0 0.10
H 0.398617 -2.257484 1.955094 -0.5 2.9 -0.1 0.28
H 2.239664 -0.390849 1.738677 -1.1 -0.1 0.2 0.27
H 1.335989 -0.533404 3.370923 0.2 0.7 -2.1 0.29
H 0.897474 0.755473 2.170234 0.0 -0.3 -0.1 0.32
O 1.975734 2.564170 0.015845 1.1 4.1 0.8 -0.66
H 1.480820 3.282064 0.511113 0.9 -1.5 -0.9 0.35
H 1.462207 1.814160 0.048854 -1.9 -2.6 0.2 0.28
```
Forces are in eV/Å.

Computed properties:
Net charge ... 0
2S+1 ... 1
HOMO-LUMO gap ... 8.901 eV
Largest force on an atom ... 4.33 eV/A
HOMO energy ... -8.0644 eV

***

[5]
The following is a quantum chemistry calculation of 2 unconnected molecules or ions with the total composition C5H13NO in a non-equilibrium geometry, from the OMol25 dataset.

Structure (XYZ):
```
20
Properties=species:S:1:pos:R:3:forces:R:3:mulliken_charge:R:1
C -0.520298 2.365003 1.106564 3.3 -1.2 0.4 -0.86
C 0.451644 1.433110 0.804951 -1.9 1.2 0.3 -0.13
C 1.135186 0.554410 1.807692 -0.1 -0.7 0.4 -0.34
N 0.969366 -0.888541 1.481887 -0.3 0.4 0.1 -0.51
H -0.747044 3.093598 0.336520 -0.7 -0.2 0.2 0.31
H -0.675123 2.573911 2.185039 -0.3 0.0 -0.9 0.27
H 0.626789 1.232392 -0.249020 0.4 0.2 0.0 0.43
H 2.212128 0.721662 1.937523 -0.1 0.8 -0.3 0.24
H 0.672344 0.833783 2.765434 0.1 -0.6 0.0 0.29
H 1.571265 -1.478968 2.055450 -0.1 0.3 -0.2 0.24
H 1.194071 -1.046523 0.497730 -0.2 -0.1 0.4 0.09
C -1.530047 -0.738238 -1.068180 0.0 -0.6 -0.6 -0.76
C -0.601231 -1.248708 -2.192063 0.2 -0.1 -0.4 -0.32
O 0.632400 -1.818310 -1.610724 -0.6 0.8 -0.5 -0.54
H -1.237647 0.265221 -0.752828 0.1 -0.5 0.3 0.08
H -2.593622 -0.686881 -1.291758 0.0 0.1 -0.9 0.39
H -1.547813 -1.475336 -0.274349 0.6 0.2 0.5 0.27
H -0.385071 -0.421113 -2.896884 0.3 -0.3 0.5 0.27
H -1.011214 -2.041363 -2.864330 0.0 0.4 0.9 0.29
H 1.383918 -1.229107 -1.778653 -0.5 -0.2 -0.1 0.30
```
Forces are in eV/Å.

Computed properties:
Net charge ... 0
2S+1 ... 1
HOMO-LUMO gap ... 9.838 eV
Largest force on an atom ... 3.55 eV/A
HOMO energy ... -8.9824 eV

***

[6]
The following is a quantum chemistry calculation of a molecular structure, C5H13NO, from the OMol25 dataset.

Structure (XYZ):
```
20
Properties=species:S:1:pos:R:3:forces:R:3:mulliken_charge:R:1
C -0.393134 -0.946627 -1.387849 -0.4 0.6 -0.5 0.08
C -0.843490 0.388549 -1.431923 0.3 -0.8 -0.4 -0.85
N -1.366430 -1.988103 -1.251220 0.0 0.0 0.1 -0.59
H -0.963467 -2.914571 -1.256189 0.0 0.1 0.0 0.23
H -2.108878 -1.934725 -1.936729 0.1 0.0 0.0 0.20
H 0.517222 -1.186597 -1.939659 0.0 0.0 0.2 0.28
H 0.196713 -0.963017 -0.029781 0.2 0.2 0.7 0.06
H -0.261990 1.097614 -2.010568 0.1 0.0 0.1 0.27
H -0.554084 0.819479 -0.114425 0.2 0.0 0.9 -0.13
H -1.914792 0.564356 -1.465279 0.0 0.0 0.2 0.34
C 0.782641 2.029360 1.237456 0.0 0.0 0.1 -1.26
C 0.555647 -0.507876 1.141629 -0.2 -0.4 -0.7 -0.15
C -0.070980 0.780776 1.156905 -0.3 0.1 -0.7 -0.02
O 1.966302 -0.486015 1.097073 0.0 0.0 0.0 -0.52
H 2.280713 -1.360874 0.846227 -0.1 0.1 0.0 0.32
H 0.151561 -1.253654 1.831883 0.0 0.0 -0.1 0.31
H -0.990732 0.814366 1.735858 0.1 0.0 0.0 0.43
H 0.182002 2.921486 1.051440 0.0 0.0 0.0 0.38
H 1.587551 1.996675 0.503058 0.0 0.0 0.0 0.30
H 1.247625 2.129398 2.222094 0.0 0.0 0.0 0.33
```
Forces are in eV/Å.

Computed properties:
Net charge ... 0
2S+1 ... 1
HOMO-LUMO gap ... 8.538 eV
Largest force on an atom ... 0.92 eV/A
HOMO energy ... -7.6803 eV

***

Values for calculated total energy, Ha, ordered as above
-328.24353 -328.09902 -328.30194 -328.21282 -328.22981 -328.17463